Below is a structure of composition C12H20AsFeIN3O4S2 at a distorted geometry, with properties calculated with ωB97M-V with the def2-TZVPD basis set.

The calculated total energy is -5527.852483 Ha. As for the spin multiplicity: 5. The gap between HOMO and LUMO (spin up / spin down) comes out at 8.1 / 8.1 eV. As for the charge: +1. The value obtained for the LUMO energy (spin up / spin down) is -2.968 / -2.996 eV. Its expectation value of S² is 6.010.

Element x y z (Å)
Fe  -3.72  -9.48  14.04
C  -4.66  -13.57  13.05
As  -5.28  -12.54  14.56
C  -4.96  -13.82  16.03
C  -7.20  -12.52  14.64
O  -4.42  -11.04  14.88
H  -5.04  -14.60  13.12
H  -3.56  -13.53  13.11
H  -5.02  -13.02  12.17
H  -5.43  -14.81  15.88
H  -5.34  -13.34  16.96
H  -3.87  -13.94  16.12
H  -7.65  -13.51  14.49
H  -7.48  -11.78  13.88
H  -7.44  -12.18  15.67
I  -0.01  -4.39  12.05
C  -1.50  -5.67  12.80
C  -2.75  -5.24  13.28
N  -3.54  -6.36  13.48
N  -2.86  -7.50  13.17
C  -1.60  -7.10  12.77
H  -3.12  -4.24  13.45
H  -4.53  -6.39  13.74
H  -0.83  -7.82  12.50
S  -2.19  -8.52  15.92
C  -1.89  -9.29  17.44
N  -0.70  -9.91  17.66
C  -0.19  -10.11  18.91
C  -0.95  -9.86  20.01
C  -2.25  -9.35  19.84
C  -2.75  -9.13  18.57
H  -0.08  -9.97  16.85
H  0.82  -10.47  18.98
H  -0.56  -10.07  21.00
H  -2.88  -9.12  20.69
H  -3.76  -8.76  18.41
C  -5.50  -9.30  10.36
S  -5.24  -10.01  11.99
O  -6.23  -11.05  12.08
O  -3.79  -10.45  12.11
O  -5.44  -8.91  13.03
H  -6.19  -9.98  9.81
H  -4.51  -9.19  9.87
H  -5.95  -8.30  10.51

Atomic partial charges in e from the Mulliken method, atoms 1 to 6:
1. Fe 0.59
2. C -0.88
3. As 0.70
4. C -1.10
5. C -0.96
6. O -0.68